DFT (ωB97M-V with the def2-TZVPD basis set) results for a molecular structure, C55H53O3P2RuS2.

Values from the calculation:
* DFT total energy: -3926.80300 Eh
* maximum force: 0.0115 hartree/bohr
* ΔE to the lowest compared entry with this formula, charge and spin: 62.00 kJ/mol
* <S²>: 8.765
* net charge: +2
* 2S+1: 6

The geometry in XYZ format:
```
116
Properties=species:S:1:pos:R:3:forces:R:3:mulliken_spin:R:1
Ru -0.384 1.053 0.452 -0.40 -0.40 0.17 3.534
O 0.498 0.560 -1.726 0.03 0.12 0.09 0.071
S 0.924 -0.843 -1.273 0.17 -0.13 0.05 0.015
C 2.642 -0.997 -1.658 -0.09 0.09 -0.11 -0.011
C 3.037 -1.325 -2.940 -0.02 0.00 0.01 0.000
C 4.373 -1.587 -3.277 0.02 -0.02 0.02 0.002
C 5.302 -1.547 -2.273 0.00 0.00 -0.02 0.001
C 6.777 -1.848 -2.284 -0.01 -0.01 0.00 -0.002
C 7.263 -1.516 -0.850 0.00 0.00 -0.01 0.000
C 6.024 -1.074 -0.117 0.00 0.01 0.03 -0.003
C 5.843 -0.619 1.158 0.01 -0.02 -0.02 0.004
C 4.567 -0.150 1.512 -0.02 0.00 0.00 0.009
C 3.457 -0.191 0.682 0.07 0.03 0.03 0.022
P 2.103 0.929 1.185 -0.01 0.04 -0.12 0.293
C 2.747 2.578 0.795 0.00 0.02 0.02 -0.116
C 3.631 3.265 1.627 0.01 0.01 0.00 -0.011
C 4.100 4.514 1.257 0.00 -0.01 0.00 0.003
C 3.699 5.082 0.052 -0.01 0.00 0.01 0.003
C 2.831 4.399 -0.785 0.01 0.00 0.00 0.019
C 2.353 3.149 -0.415 0.02 -0.01 0.01 0.076
C 1.975 0.816 2.985 0.02 -0.06 0.03 -0.080
C 1.524 1.919 3.708 -0.02 -0.01 0.01 0.049
C 1.321 1.820 5.077 0.00 0.00 0.01 -0.006
C 1.566 0.622 5.732 0.02 0.01 0.00 0.009
C 2.001 -0.484 5.014 0.01 0.00 -0.01 -0.004
C 2.194 -0.393 3.644 0.02 0.02 0.03 0.037
C 3.601 -0.771 -0.621 0.05 -0.01 0.01 0.033
C 4.913 -1.133 -0.982 -0.02 0.02 -0.01 0.005
C 0.118 -2.001 -2.368 -0.01 0.05 -0.01 0.006
C 0.747 -3.201 -2.624 -0.02 0.02 0.02 0.014
C 0.273 -4.122 -3.576 0.00 0.01 -0.01 -0.002
C -0.819 -3.768 -4.318 0.01 0.00 0.00 -0.001
C -1.491 -4.448 -5.482 0.00 0.01 -0.01 0.001
C -2.699 -3.541 -5.830 0.00 0.00 0.01 0.001
C -2.615 -2.393 -4.858 -0.02 0.02 0.01 0.002
C -3.412 -1.298 -4.685 0.01 -0.02 -0.01 0.002
C -3.146 -0.464 -3.583 0.02 0.01 0.03 0.020
C -2.084 -0.644 -2.715 -0.05 -0.01 -0.02 -0.069
P -2.266 0.245 -1.149 0.11 0.14 0.06 0.262
C -2.627 1.977 -1.582 -0.08 0.00 -0.04 -0.047
C -3.872 2.564 -1.353 0.01 0.00 0.01 0.022
C -4.071 3.908 -1.634 0.01 0.00 -0.01 0.008
C -3.035 4.679 -2.143 -0.01 -0.02 0.01 0.015
C -1.802 4.097 -2.395 0.03 0.01 -0.02 -0.002
C -1.593 2.753 -2.121 -0.02 -0.04 -0.02 0.093
C -3.744 -0.449 -0.363 -0.01 -0.06 -0.02 0.060
C -4.282 0.189 0.757 0.03 0.00 0.05 0.011
C -5.374 -0.356 1.416 0.02 0.01 0.01 -0.012
C -5.917 -1.560 0.987 0.01 -0.02 -0.03 0.017
C -5.364 -2.216 -0.105 -0.02 0.00 0.02 -0.010
C -4.286 -1.664 -0.781 0.00 0.02 -0.04 0.022
C -1.139 -1.687 -2.977 0.01 -0.01 -0.04 -0.006
C -1.501 -2.573 -4.010 0.00 -0.02 0.02 0.009
H 2.281 -1.420 -3.708 0.01 0.00 -0.01 0.000
H 4.634 -1.845 -4.295 0.00 0.00 0.00 0.001
H 7.290 -1.258 -3.043 0.00 0.01 0.01 0.000
H 6.948 -2.896 -2.535 0.00 0.00 -0.01 0.000
H 8.009 -0.720 -0.848 0.01 -0.01 -0.01 0.000
H 7.722 -2.377 -0.364 -0.01 0.00 0.01 0.000
H 6.657 -0.551 1.867 0.00 0.00 0.00 0.001
H 4.465 0.309 2.488 0.00 0.00 -0.01 0.001
H 3.946 2.831 2.569 0.00 0.01 0.00 0.000
H 4.782 5.046 1.906 0.00 0.00 0.00 0.000
H 4.069 6.058 -0.231 0.00 0.00 0.00 0.000
H 2.528 4.836 -1.728 0.00 0.00 0.00 0.000
H 1.695 2.605 -1.086 -0.01 0.00 0.00 -0.028
H 1.342 2.863 3.208 0.00 0.00 -0.01 0.000
H 0.986 2.685 5.633 0.00 0.00 0.00 0.000
H 1.423 0.551 6.802 0.00 0.00 0.00 0.000
H 2.195 -1.420 5.523 0.00 0.00 0.01 0.000
H 2.530 -1.261 3.090 0.00 0.00 0.00 -0.001
H 1.676 -3.426 -2.116 0.00 -0.01 0.00 0.001
H 0.811 -5.045 -3.742 0.00 0.00 -0.01 0.000
H -1.797 -5.462 -5.224 -0.01 0.00 0.01 0.000
H -0.799 -4.534 -6.321 0.00 -0.01 0.00 0.000
H -3.647 -4.067 -5.714 0.00 -0.01 -0.01 0.000
H -2.662 -3.188 -6.861 0.00 0.01 0.00 0.000
H -4.262 -1.094 -5.323 0.00 -0.01 0.00 0.000
H -3.848 0.337 -3.375 0.00 0.00 0.00 0.004
H -4.695 1.976 -0.971 0.00 0.00 0.01 0.000
H -5.044 4.349 -1.464 0.00 0.00 0.00 0.001
H -3.196 5.727 -2.358 0.00 0.00 0.00 0.001
H -0.999 4.685 -2.819 -0.01 0.01 0.00 -0.001
H -0.643 2.298 -2.369 0.00 0.01 0.01 -0.007
H -3.839 1.109 1.122 -0.01 0.01 -0.02 0.031
H -5.798 0.160 2.268 -0.01 0.00 0.00 0.000
H -6.769 -1.985 1.500 0.00 0.00 0.00 0.001
H -5.782 -3.156 -0.441 0.00 0.00 0.00 -0.001
H -3.875 -2.184 -1.637 0.00 0.01 0.00 0.005
C -1.303 -4.507 2.606 -0.01 0.00 0.03 0.003
C -0.432 -3.287 2.350 0.01 -0.01 -0.01 0.010
S -1.393 -1.894 1.753 -0.03 0.00 0.07 0.013
O -0.336 -0.781 1.660 -0.03 -0.14 -0.01 0.073
C -2.352 -1.456 3.213 -0.05 -0.04 0.00 -0.002
C -1.527 -1.259 4.471 -0.01 0.01 -0.01 0.000
H -0.672 -5.347 2.888 0.00 0.00 -0.01 0.001
H -1.866 -4.792 1.717 -0.01 0.00 0.00 0.000
H -2.006 -4.338 3.422 0.00 0.00 0.00 0.000
H 0.291 -3.463 1.551 -0.01 0.00 -0.01 0.000
H 0.112 -2.952 3.233 0.00 0.02 0.00 -0.001
H -3.128 -2.220 3.302 0.00 0.00 0.01 0.002
H -2.846 -0.534 2.905 0.03 0.02 -0.03 0.000
H -1.243 -2.205 4.930 0.02 0.00 -0.01 0.000
H -2.116 -0.704 5.201 -0.01 -0.01 0.01 0.000
H -0.629 -0.678 4.257 -0.02 0.01 0.00 0.001
C -1.023 4.188 1.460 0.01 0.04 0.04 0.071
C -1.689 3.151 2.346 -0.05 -0.04 -0.07 -0.016
C -3.166 3.433 2.545 -0.01 0.04 0.04 0.013
O -1.532 1.850 1.780 0.26 0.27 -0.17 0.437
H -0.981 5.159 1.955 -0.04 0.00 -0.01 -0.001
H -1.581 4.303 0.527 0.03 -0.03 -0.02 -0.004
H 0.007 3.899 1.223 0.01 0.01 0.01 -0.015
H -1.192 3.118 3.323 0.01 0.01 0.00 0.035
H -3.669 3.512 1.578 -0.01 -0.02 0.00 0.000
H -3.304 4.376 3.075 0.00 0.00 -0.01 0.002
H -3.636 2.644 3.133 0.00 0.00 0.00 0.000
```
Positions in Å, forces in eV/Å.